Formula: C26H29As2O8S4SiZr
Source: OMol25
Level of theory: ωB97M-V/def2-TZVPD

Calculated values
Charge: +1
E_HOMO, eV: -10.92
DFT total energy, eV: -217983.629
Relative energy (zero: lowest compared OMol25 entry of this formula, charge and spin), kJ/mol: 62.14
M, g mol⁻¹: 866.932

XYZ file:
```
71
Properties=species:S:1:pos:R:3:forces:R:3:lowdin_charge:R:1
Zr 1.209728 0.634467 0.417958 -1.2978 -2.2378 -1.6339 1.275
S 0.621421 -1.426314 -0.973862 0.0300 -0.8202 -0.0040 0.112
S -1.185385 -0.455831 -1.006029 0.0500 0.0577 0.1423 0.056
S -2.098798 -0.635381 0.808197 -0.1882 -0.1787 0.1517 0.151
S -0.937024 0.584127 2.077703 -0.1705 -0.5102 0.0735 0.292
C 4.340495 -0.522325 2.003448 0.0149 -0.0738 0.1163 -0.059
C 4.011948 0.001821 3.245871 0.0444 -0.0284 -0.0454 -0.038
C 2.732880 -0.161070 3.760534 -0.1539 -0.1306 0.1108 -0.104
C 1.757700 -0.852006 3.046443 -0.1627 -0.1317 0.2453 -0.347
C 2.123628 -1.459429 1.829436 0.3475 -0.3218 0.5101 -0.254
C 3.406751 -1.286265 1.306442 0.0661 -0.1075 0.2724 -0.130
Si -0.053051 -0.890857 3.556194 0.1851 -0.3498 -0.5200 0.568
C -0.828401 -2.580485 3.442966 0.0084 0.2982 0.1389 -0.321
C -0.821255 -3.380326 2.294208 0.0511 -0.0187 0.0685 -0.129
C -1.397982 -4.638918 2.308188 0.0511 0.0081 -0.0481 -0.062
C -1.987537 -5.124146 3.467281 -0.0029 0.0045 -0.0004 -0.060
C -1.987268 -4.353389 4.619091 -0.0379 -0.1012 0.0554 -0.069
C -1.411890 -3.093625 4.607085 0.0207 0.2236 -0.0225 -0.104
H 5.333538 -0.394024 1.594703 0.0038 0.0121 -0.0141 0.106
H 4.762575 0.538490 3.812440 -0.0144 0.0048 0.0109 0.124
H 2.485194 0.239660 4.736437 0.0301 0.0946 -0.0302 0.107
H 1.471278 -2.197570 1.389298 -0.0452 0.1398 -0.1339 0.040
H 3.703901 -1.810517 0.406960 -0.0180 0.0878 -0.0625 0.116
H -0.277318 -0.191835 4.827164 0.0337 -0.0732 0.1253 0.008
H -0.368458 -3.035456 1.375414 -0.0629 0.0669 -0.0814 0.051
H -1.384682 -5.239857 1.408233 -0.0154 -0.0110 0.0184 0.113
H -2.444252 -6.105110 3.470491 0.0084 0.0026 0.0136 0.112
H -2.435502 -4.735034 5.526853 0.0027 0.0187 -0.0006 0.112
H -1.414167 -2.495931 5.511918 -0.0574 -0.0413 0.0192 0.097
C -0.158515 1.701876 -3.197840 -0.1666 0.0141 -0.0235 -0.048
O 0.935822 1.377047 -2.325917 0.0129 0.7255 0.0392 -0.227
C 1.077823 2.174035 -1.206577 -0.0962 0.3227 -1.1660 -0.649
O 0.092324 2.170077 -0.349322 -0.4205 1.1783 -0.4412 -0.204
C 2.373300 2.496776 -0.876193 -0.4264 -0.7761 0.7437 -0.382
C 2.696525 3.275656 0.325762 0.2830 0.1056 0.0758 -0.385
As 4.153657 4.554211 0.203318 -0.0698 -0.1722 -0.3409 1.345
C 3.965495 4.994323 -1.712857 0.0025 0.0491 0.1133 -0.287
C 5.505339 3.103035 -0.142182 -0.2433 0.3133 -0.0760 -0.253
C 5.303333 1.962119 -0.799412 -0.0795 -0.4075 0.5748 -0.252
As 3.593978 1.020048 -1.164305 1.1564 1.2186 -1.3235 1.353
C 3.887655 0.769598 -3.094374 -0.1107 -0.3535 0.2047 -0.209
C 6.337901 0.902891 -1.045903 -0.0813 -0.3320 0.1468 -0.555
O 6.039380 -0.233020 -0.731833 0.0827 0.1135 -0.0475 0.061
O 7.469904 1.132611 -1.679947 0.0876 0.0165 -0.0718 0.023
C 7.785514 2.404817 -2.256420 -0.0027 0.1477 -0.0728 -0.007
C 6.856961 3.433301 0.402517 0.2814 0.0072 -0.3151 -0.571
O 7.620858 2.629251 0.869392 -0.0716 -0.0395 0.1758 0.140
O 7.107306 4.741468 0.298263 -0.2000 0.0297 -0.0334 -0.092
C 8.345503 5.206520 0.856088 0.1145 -0.0357 0.0985 -0.014
C 2.398293 2.861270 1.578076 0.5595 0.9054 0.2613 -0.493
O 1.800786 1.713004 1.866665 0.9134 1.5846 1.7870 -0.286
O 2.808350 3.609868 2.617741 -0.2262 -0.3429 -0.0151 -0.088
C 2.176914 3.390904 3.882828 -0.0689 -0.0272 0.0557 -0.017
H -0.387583 0.800504 -3.760514 0.0102 0.0052 0.0086 0.097
H 0.143901 2.497205 -3.879888 0.0374 -0.0062 0.0257 0.104
H -1.030979 2.012387 -2.625001 0.0136 -0.0248 0.0181 0.087
H 3.107419 5.654596 -1.838762 -0.0111 -0.0188 0.0298 0.030
H 3.826986 4.096324 -2.311647 -0.0103 0.0069 -0.0216 0.007
H 4.856036 5.523010 -2.050151 0.0322 -0.0178 0.0641 0.027
H 4.072494 1.718683 -3.591989 -0.0488 0.0949 0.1609 0.043
H 3.013604 0.287442 -3.522472 -0.0114 0.0089 0.0197 0.029
H 4.750886 0.115673 -3.216545 -0.0094 -0.0029 0.0446 0.040
H 8.508498 2.199797 -3.039385 -0.0261 -0.0291 -0.0144 0.107
H 8.238339 3.065620 -1.519531 0.0375 -0.1159 -0.0349 0.084
H 6.901215 2.878149 -2.682460 0.0138 -0.0267 -0.0150 0.101
H 8.286464 6.289512 0.853473 -0.0329 -0.0053 -0.0196 0.099
H 9.185356 4.873626 0.248106 -0.0175 -0.0422 -0.0021 0.098
H 8.461642 4.828605 1.869663 0.0146 0.0087 -0.0177 0.101
H 2.386605 4.274100 4.478331 0.0326 0.0070 -0.0379 0.104
H 2.587460 2.511114 4.375771 0.0082 0.0066 -0.0382 0.075
H 1.098837 3.277547 3.766270 0.0164 0.0228 0.0049 0.102
```
Positions in Å, forces in eV/Å.